[1]
The following is a quantum chemistry calculation of a structure of composition C33H58AlF6NO15P, from OMol25.

Each line ends with the Löwdin charge.
Cartesian coordinates (Å):
1 Al -0.3722 -2.4196 -0.1073  1.12
2 C 0.9619 -2.5866 4.6223  0.02
3 C 2.2484 -1.9637 3.9934  -0.39
4 C 3.3229 -1.7894 5.1219  -0.11
5 C 4.2276 -3.0322 5.3582  -0.16
6 C 4.8203 -3.3846 4.0063  -0.16
7 C 3.7727 -3.8137 3.0058  -0.42
8 N 2.7045 -2.7815 2.8871  0.12
9 O 1.8967 -2.8562 1.8197  0.05
10 C 3.1860 -5.2531 3.3384  0.03
11 C 4.5994 -4.0175 1.7465  -0.03
12 C 1.7595 -0.5088 3.5595  0.00
13 H 1.0986 -3.6316 4.8947  0.09
14 H 0.1822 -2.5604 3.8567  0.09
15 H 0.4106 -1.9385 5.3024  0.12
16 H 2.9272 -1.4666 6.0852  0.13
17 H 3.9854 -0.9448 4.9232  0.13
18 H 3.7099 -3.8690 5.8287  0.11
19 H 4.9854 -2.7547 6.0909  0.13
20 H 5.5362 -4.1800 4.2230  0.14
21 H 5.5667 -2.6376 3.7319  0.14
22 H 2.4901 -5.8380 2.7395  0.10
23 H 2.6337 -5.1468 4.2763  0.07
24 H 3.9535 -5.9143 3.7411  0.11
25 H 5.1379 -3.1805 1.2982  0.09
26 H 4.0022 -4.3470 0.8953  0.10
27 H 5.3992 -4.7247 1.9605  0.11
28 H 1.4923 0.1675 4.3705  0.10
29 H 0.9681 -0.5045 2.8094  0.08
30 H 2.5418 0.0554 3.0473  0.08
31 P -0.7379 1.2242 -0.0983  0.22
32 F -0.6659 1.8681 1.4367  -0.16
33 F -1.7988 0.0896 0.2637  -0.19
34 F -1.7700 2.3725 -0.6742  -0.15
35 F -0.6273 0.5089 -1.5510  -0.16
36 F 0.4490 2.1857 -0.5419  -0.14
37 F 0.3604 0.1633 0.5147  -0.26
38 C 4.4814 -1.5588 -1.6135  -0.15
39 C 4.4326 -0.4483 -0.5720  -0.16
40 C 2.9982 -0.1365 -0.3355  -0.16
41 O 2.2767 -1.1928 -1.0533  -0.24
42 C 3.0609 -1.7962 -2.0571  -0.21
43 H 4.9191 -2.4034 -1.0792  0.09
44 H 5.1071 -1.4024 -2.4924  0.12
45 H 4.9113 0.4955 -0.8380  0.13
46 H 4.9144 -0.7835 0.3468  0.09
47 H 2.4953 0.7448 -0.7315  0.12
48 H 2.8718 -0.1643 0.7476  0.09
49 H 2.7856 -1.3088 -2.9948  0.13
50 H 2.9366 -2.8629 -2.2527  0.12
51 C 0.7985 4.3136 2.7084  -0.14
52 C 1.7938 3.2690 3.2740  -0.15
53 C 1.8994 3.5865 4.7419  -0.21
54 O 0.9480 4.6239 4.9966  -0.14
55 C 0.7960 5.3745 3.8212  -0.22
56 H -0.2180 3.9457 2.5733  0.09
57 H 1.0318 4.7847 1.7531  0.11
58 H 2.7506 3.6087 2.8720  0.11
59 H 1.6367 2.2370 2.9648  0.08
60 H 2.8498 4.0053 5.0824  0.11
61 H 1.7006 2.8298 5.5030  0.11
62 H 1.5067 6.2002 3.7280  0.12
63 H -0.1517 5.9151 3.8329  0.12
64 C -2.6617 0.5838 -6.5216  -0.03
65 C -2.8301 -0.4858 -5.4819  -0.33
66 C -2.5562 -1.9830 -5.9670  -0.03
67 O -1.7553 -2.5121 -4.9052  0.08
68 C -1.3156 -1.5440 -4.1371  -0.56
69 O -0.6207 -1.5892 -3.1722  0.09
70 O -1.8256 -0.3259 -4.5425  0.07
71 H -1.6371 0.6252 -6.8907  0.08
72 H -3.0337 1.5978 -6.3765  0.09
73 H -3.2824 0.2927 -7.3736  0.09
74 H -3.8257 -0.3708 -5.0483  0.14
75 H -1.9241 -2.1577 -6.8364  0.14
76 H -3.5137 -2.5009 -5.9489  0.13
77 C -5.8966 1.4004 1.1211  -0.01
78 C -4.4846 1.6538 1.6158  -0.30
79 C -3.9779 3.0700 1.7189  -0.14
80 O -3.4467 3.2067 2.9556  0.11
81 C -3.5174 2.0881 3.6539  -0.61
82 O -3.1683 1.8923 4.7971  0.14
83 O -4.2172 1.2562 2.9731  0.12
84 H -6.0369 1.8792 0.1531  0.09
85 H -6.5392 1.8425 1.8864  0.09
86 H -6.2307 0.3632 1.1419  0.08
87 H -3.8392 1.0412 0.9838  0.12
88 H -4.9309 3.6004 1.6316  0.14
89 H -3.2957 3.3199 0.9075  0.13
90 C -7.5394 -2.1374 -1.8257  -0.02
91 C -6.2506 -1.7824 -2.5944  -0.31
92 C -5.9675 -0.2382 -2.4763  -0.08
93 O -4.5425 -0.2152 -2.3209  0.05
94 C -4.1228 -1.4605 -1.8853  -0.47
95 O -3.0379 -1.7328 -1.4092  0.05
96 O -5.1166 -2.3830 -2.0030  0.10
97 H -8.3936 -1.5840 -2.2212  0.09
98 H -7.5213 -1.7938 -0.7917  0.09
99 H -7.7994 -3.1799 -2.0049  0.09
100 H -6.4375 -2.0034 -3.6456  0.15
101 H -6.5246 0.1834 -1.6391  0.11
102 H -6.2267 0.3518 -3.3542  0.13
103 C 0.8160 2.9521 -6.5603  0.00
104 C 1.1569 3.5802 -5.2132  -0.27
105 C 0.9551 2.8602 -3.8940  -0.07
106 O 2.2028 2.1411 -3.6547  0.07
107 C 3.1774 2.8063 -4.2958  -0.59
108 O 4.3600 2.6487 -4.2008  0.15
109 O 2.5974 3.6548 -5.1370  0.05
110 H -0.1482 2.4579 -6.4221  0.06
111 H 1.5200 2.1856 -6.8811  0.10
112 H 0.6466 3.6556 -7.3740  0.09
113 H 0.9167 4.6381 -5.1095  0.16
114 H 0.1140 2.1836 -4.0532  0.13
115 H 0.6374 3.5013 -3.0730  0.13

HOMO-LUMO gap   3.52 eV
2S+1   1
LUMO level   -7.065 eV
HOMO level   -10.59 eV
Charge   +1

[2]
The following is a quantum chemistry calculation of a cluster of 2 separate species, C33H58I2N2O5P in total, from OMol25.

Each line ends with the Löwdin charge.
Cartesian coordinates (Å):
1 C -3.7434 3.9224 1.5275  -0.09
2 C -3.4472 3.4049 0.1104  -0.22
3 C -4.7215 2.9113 -0.5619  -0.17
4 O -4.4948 1.9048 -1.5723  -0.02
5 C -3.6413 2.3057 -2.5369  -0.26
6 C -3.9404 3.3630 -3.3561  0.06
7 N -3.0528 3.7430 -4.2907  0.17
8 C -1.8610 3.1598 -4.4858  -0.16
9 C -1.0152 3.7914 -5.5610  -0.11
10 C -0.5119 5.1972 -5.1121  -0.16
11 C 0.7897 5.1579 -4.3051  -0.19
12 C 0.5530 5.0320 -2.7945  -0.20
13 C 1.8448 4.6609 -2.0278  -0.18
14 C 1.6407 3.5564 -0.9767  -0.24
15 C 2.2224 3.8617 0.4099  -0.19
16 C 1.7466 2.7996 1.4291  -0.19
17 C 2.8679 1.8905 1.9742  -0.19
18 C 2.4849 0.3924 1.9925  -0.21
19 C 3.2407 -0.4223 0.9394  -0.18
20 C 2.8611 -1.9231 1.0370  -0.14
21 N 4.0354 -2.7646 0.9401  -0.14
22 C 4.6971 -3.1412 -0.1915  -0.11
23 C 5.7367 -3.9578 0.1639  -0.10
24 C 5.7056 -4.0934 1.5772  -0.09
25 C 4.6480 -3.3379 2.0137  -0.12
26 C -1.5014 2.0707 -3.6847  -0.19
27 C -0.1496 1.3935 -3.8538  -0.70
28 I 0.3949 0.1045 -2.2228  1.04
29 C 0.0166 0.5722 -5.1806  -0.83
30 C -1.2084 0.5011 -6.0866  -0.14
31 I 1.7817 1.1898 -6.2469  0.92
32 C -2.4157 1.6679 -2.7230  0.06
33 H -4.0715 4.9616 1.4789  0.08
34 H -2.8675 3.8733 2.1707  0.08
35 H -4.5474 3.3642 2.0091  0.08
36 H -2.7083 2.6003 0.1610  0.12
37 H -2.9729 4.2280 -0.4316  0.11
38 H -5.3541 2.4618 0.2007  0.13
39 H -5.3100 3.7441 -0.9616  0.13
40 H -4.8608 3.9234 -3.2795  0.16
41 H -3.2889 4.5444 -4.8634  0.19
42 H -0.1459 3.1802 -5.7835  0.03
43 H -1.6319 3.8851 -6.4577  0.13
44 H -0.4346 5.8143 -6.0072  0.12
45 H -1.2914 5.6649 -4.4983  0.11
46 H 1.3071 6.1007 -4.4844  0.12
47 H 1.4014 4.3173 -4.6443  0.09
48 H 0.2587 6.0263 -2.4420  0.12
49 H -0.2839 4.3715 -2.5473  0.09
50 H 2.2818 5.5653 -1.6047  0.11
51 H 2.5518 4.2860 -2.7727  0.11
52 H 2.1818 2.6712 -1.3266  0.08
53 H 0.5944 3.2503 -0.8828  0.08
54 H 3.3042 3.7465 0.3293  0.11
55 H 1.9735 4.8689 0.7448  0.11
56 H 0.9951 2.1460 0.9762  0.08
57 H 1.2621 3.2744 2.2842  0.11
58 H 3.8029 1.9856 1.4176  0.10
59 H 3.1013 2.1570 3.0068  0.11
60 H 2.6842 -0.0598 2.9669  0.11
61 H 1.4125 0.2691 1.8055  0.10
62 H 4.3159 -0.3591 1.1115  0.12
63 H 3.0088 -0.0667 -0.0683  0.08
64 H 2.1929 -2.1777 0.2098  0.11
65 H 2.3196 -2.1364 1.9574  0.11
66 H 4.4255 -2.8314 -1.1876  0.12
67 H 6.4490 -4.4109 -0.5060  0.09
68 H 6.3711 -4.6591 2.2070  0.09
69 H 4.3512 -3.2166 3.0437  0.12
70 H 0.5981 2.1852 -3.8464  0.03
71 H 0.2372 -0.4508 -4.8960  0.01
72 H -1.0003 -0.2433 -6.8552  0.08
73 H -1.4422 1.4320 -6.5978  0.06
74 H -2.0557 0.1315 -5.5045  0.09
75 H -2.2181 0.8313 -2.0646  0.07
76 O -1.7861 -6.7490 4.9438  -0.22
77 P -1.3927 -5.7732 3.9127  0.48
78 O -1.3076 -4.3054 4.6005  -0.18
79 C -0.8691 -4.1392 5.9501  -0.27
80 C 0.6055 -3.7978 6.0361  -0.07
81 O -2.6919 -5.6110 2.9671  -0.20
82 C -3.8248 -6.4692 3.1148  -0.28
83 C -4.8546 -5.8622 4.0468  -0.07
84 O -0.4359 -5.5215 2.6581  -0.17
85 C 0.9653 -5.2755 2.8117  -0.27
86 C 1.7032 -6.4194 3.4756  -0.07
87 H -1.0866 -5.0273 6.5450  0.11
88 H -1.4564 -3.3195 6.3666  0.12
89 H 1.2213 -4.6188 5.6633  0.06
90 H 0.8923 -3.6047 7.0701  0.08
91 H 0.8345 -2.9098 5.4439  0.08
92 H -3.5205 -7.4571 3.4568  0.11
93 H -4.2536 -6.5912 2.1190  0.12
94 H -4.3962 -5.5138 4.9719  0.07
95 H -5.6282 -6.5915 4.2900  0.08
96 H -5.3318 -5.0006 3.5766  0.07
97 H 1.1172 -4.3302 3.3380  0.09
98 H 1.3615 -5.1335 1.8056  0.12
99 H 1.2511 -6.6856 4.4359  0.07
100 H 2.7458 -6.1492 3.6442  0.08
101 H 1.6782 -7.3076 2.8444  0.09

HOMO-LUMO gap   5.72 eV
2S+1   1
LUMO level   -4.035 eV
HOMO level   -9.75 eV
Charge   +1